126
Properties=species:S:1:pos:R:3:forces:R:3:lowdin_charge:R:1 method="wB97M-V/def2-TZVPD" orbital_gap_ev="3.646 / 1.874" lumo_ev="2.015 / 0.243" spin_multiplicity=3 charge=-1 largest_force_ev_per_a=3.2 molar_mass_g_mol=714.99
C -6.7855 3.4376 -1.4583 -0.40 -0.82 0.52 -0.448
H 2.3406 -5.1208 7.5500 0.05 0.05 -0.05 0.058
C 3.8193 -2.8570 -2.6299 0.17 -0.51 -0.41 -0.543
H -8.7427 2.5300 -3.5908 0.08 0.12 -0.26 0.063
H 2.1889 -6.7491 4.1496 0.04 0.02 -0.01 0.097
C 5.8235 -5.2530 7.1294 -0.02 -0.48 0.11 -0.136
H 2.0129 -7.9321 5.4513 -0.03 0.07 0.11 0.083
H 0.7221 4.0119 -0.5291 0.02 -0.07 0.30 0.109
H -3.5956 1.1358 -4.3569 -0.05 -0.09 -0.37 0.038
H -5.0118 5.9856 -1.8177 0.11 -0.30 0.25 0.056
C -4.0054 3.5766 -0.8498 -0.72 -0.26 0.39 -0.273
C 6.0823 -3.7299 5.1706 0.14 -0.21 -0.36 -0.039
H 3.6641 -3.6564 7.5838 -0.03 -0.04 -0.05 0.056
H -3.4303 4.7164 2.1787 -0.04 -0.25 0.25 0.066
H 2.0036 -1.9173 -3.3442 0.00 -0.02 0.07 0.080
N 3.2649 -3.0013 -1.2713 -0.48 0.63 0.30 -0.179
H 4.3971 -5.6879 -1.4865 -0.05 0.04 -0.05 0.047
N -3.3424 4.0459 1.4229 -0.03 0.26 -0.73 0.062
C 2.1127 -5.5848 6.5925 0.04 0.16 0.14 -0.035
H -2.6539 0.8541 -2.9290 0.25 0.09 0.14 0.028
C 4.0568 -3.8196 -0.3356 0.19 -0.64 -0.10 -0.543
H -2.4543 5.9406 0.6299 0.00 0.07 0.00 0.073
H -2.9734 3.4909 -1.1588 0.27 0.21 -0.40 0.055
H -7.4454 4.2230 -5.3620 0.03 0.08 -0.29 0.111
H 6.6543 -3.0178 5.7657 -0.08 0.02 0.11 0.084
P -4.9238 1.1720 -2.3519 -0.10 -1.26 0.69 0.966
H 6.3473 -4.5647 7.7965 -0.02 0.10 -0.06 0.122
H 4.7732 -7.7807 6.5231 -0.01 0.07 -0.11 0.124
C 2.7207 -7.2781 4.9416 0.24 -0.12 -0.34 -0.043
H 2.4669 -3.7931 1.1356 -0.02 0.04 -0.08 0.080
H -1.9409 7.1236 -2.1465 0.04 0.03 0.30 0.087
H 6.5938 -5.8610 6.6442 -0.06 0.02 -0.12 0.124
P -5.1189 3.5220 -2.4380 0.80 3.05 -0.21 0.595
H 5.5247 -6.7983 8.5997 -0.01 0.01 0.02 0.109
H 4.9291 -2.5555 7.1212 0.10 -0.04 -0.07 0.083
H -7.7640 4.4753 -3.6817 0.24 0.17 0.25 0.096
H -7.7603 3.0103 0.3545 -0.24 0.12 0.13 0.083
C -4.0121 4.6675 0.2349 1.15 0.32 1.34 -0.660
C -6.8383 2.6976 -0.1275 -0.24 0.17 0.41 -0.093
H 0.5600 1.4155 -0.1307 -0.15 0.08 0.22 0.081
H -6.0239 5.7563 -3.1582 -0.48 -0.28 0.05 0.071
O -8.3938 2.6975 -4.4765 -0.06 -0.26 0.27 -0.094
H 1.3154 -6.3016 6.7900 0.06 -0.10 -0.07 0.081
C 0.3369 3.2532 -2.4616 -0.79 -0.26 0.69 -0.237
H -6.0463 2.8761 0.5873 0.23 0.08 -0.14 0.039
H -3.8757 3.4033 -3.2057 -0.21 -0.59 0.12 0.016
H 6.1033 -4.2275 0.2575 -0.08 -0.02 0.02 0.109
H -0.0671 6.3774 -0.9214 -0.24 0.14 0.15 0.097
H 1.7105 -4.8227 5.9246 0.04 0.01 -0.02 0.095
H -1.7300 7.5085 -3.8308 -0.02 0.18 -0.23 0.100
C -0.1898 6.1809 -3.0730 -0.46 1.08 0.29 -0.205
C -4.0354 5.8565 -3.7449 0.29 0.28 0.54 -0.230
C -7.4048 3.7375 -4.3941 -0.48 -0.12 -0.03 -0.296
C 3.5615 -4.1288 -3.4690 0.12 -0.13 -0.12 -0.061
H 6.7907 -4.4182 4.7145 -0.11 -0.05 -0.05 0.080
H -4.1363 6.9407 -3.7947 0.01 0.28 -0.08 0.101
H 3.4141 -1.6867 -4.3959 0.02 -0.13 -0.03 0.068
H 4.2589 -5.5949 8.5934 -0.02 0.02 -0.04 0.099
H 4.0471 -4.2902 1.7702 0.01 -0.13 -0.09 0.061
C 3.5418 -3.6045 1.0796 -0.05 0.18 0.46 -0.077
H 3.2727 -0.7704 -2.8937 -0.06 -0.11 0.18 0.060
C -5.0965 5.3961 -2.7253 0.25 0.20 -0.60 -0.268
C -3.5788 0.5790 -3.4258 -0.17 0.36 0.21 -0.280
H -4.1480 2.6283 -0.3382 -0.30 -0.19 0.14 0.021
C 3.8560 -5.3245 -0.6143 0.14 -0.18 -0.05 -0.057
H 5.4746 -1.5131 -2.3020 -0.15 -0.01 0.10 0.109
H -6.2136 -0.6326 -3.3178 0.02 -0.18 -0.19 0.034
C 5.3222 -2.5392 -2.6492 0.28 0.13 -0.07 -0.158
C 4.2583 -3.3234 6.7357 -0.20 -0.08 0.13 -0.034
H 3.4772 -7.9107 4.4821 0.04 0.12 -0.04 0.079
H 3.6236 -3.9020 -4.5383 0.01 0.11 0.03 0.067
H -5.1949 6.2104 0.9429 0.24 0.00 -0.04 0.071
C -6.4419 0.1857 -2.6428 0.35 -0.50 -0.50 -0.297
H -7.5357 2.8882 -2.0334 0.20 -0.01 -0.49 0.075
C -5.9913 3.2390 -4.1364 -0.45 -0.34 -0.20 -0.302
H -0.3143 3.4646 -3.3004 0.11 0.05 -0.42 0.101
H -0.9453 4.0700 -0.9948 -0.38 0.16 0.03 0.083
H -5.7142 4.7501 1.3967 -0.10 -0.13 -0.15 0.066
H 5.6972 -2.5780 -3.6806 -0.08 0.00 -0.02 0.108
H 6.1744 -4.4842 -2.1923 -0.06 0.00 0.01 0.091
H -6.9423 1.6246 -0.2403 0.17 -0.24 -0.27 0.054
H -2.1416 5.2096 -4.4515 0.08 -0.32 -0.21 0.106
H -3.6149 6.6096 -0.3584 0.12 0.04 -0.01 0.063
C 0.3131 5.7302 -1.7043 0.29 -0.58 -0.42 -0.191
H 0.4635 6.9727 -3.4312 0.17 0.16 -0.02 0.101
C 3.3185 -6.2995 5.9474 -1.53 0.14 0.52 -0.496
H -7.2579 0.7417 -3.0922 -0.03 0.31 -0.04 0.017
C 5.5588 -3.4998 -0.3581 0.30 0.08 0.08 -0.155
H 1.3857 3.2462 -2.7560 0.17 0.11 -0.22 0.126
C 0.8666 1.3184 -1.1686 -0.11 -0.16 0.09 -0.090
H 3.5931 -2.8489 6.0138 0.00 -0.03 -0.03 0.096
C 6.1410 -3.4747 -1.7667 -0.03 0.03 0.02 -0.198
H 0.9233 0.2636 -1.4111 0.06 -0.18 -0.03 0.079
H 5.5779 -3.1819 4.3737 -0.02 -0.04 -0.01 0.096
H -4.2767 5.5261 -4.7494 -0.28 -0.28 -0.12 0.087
C -1.6389 6.7073 -3.1019 -0.03 -0.46 -0.24 -0.206
H -3.5693 -0.4919 -3.5791 -0.20 -0.20 -0.13 0.040
O 3.1695 -1.6984 -0.7152 0.13 0.13 0.00 -0.338
H -3.7932 3.1729 1.6668 0.00 0.05 0.14 0.062
H -5.9677 2.1967 -4.4550 -0.11 -0.27 0.03 0.055
H 1.3908 5.8780 -1.6941 0.27 -0.02 0.01 0.102
N -3.1060 5.7685 -0.1222 -0.17 -0.08 -0.41 0.086
H -5.3432 3.7059 -4.8679 0.43 0.34 0.09 0.063
N 4.1954 -5.3209 5.2425 1.54 -1.50 0.17 -0.080
C 3.0815 -1.7381 -3.3526 -0.11 0.37 -0.09 -0.080
C 4.0949 -7.0747 7.0130 0.46 0.03 0.15 -0.137
C -2.5514 5.5499 -3.5050 0.15 0.29 -0.07 -0.231
N -5.2971 5.2557 0.6267 -0.43 -0.15 -0.33 0.078
H -6.7888 -0.2688 -1.7222 -0.03 0.07 0.31 0.027
C 0.0572 4.2620 -1.3525 0.52 -0.01 0.08 -0.177
H 4.2851 -4.9242 -3.2937 -0.04 -0.02 0.08 0.048
H -0.1306 5.3933 -3.8108 0.25 -0.24 -0.15 0.086
H 3.7282 -2.5912 1.4301 -0.11 0.07 -0.23 0.062
H 3.3940 -7.6744 7.5986 -0.10 0.02 -0.06 0.122
H 2.7959 -5.5445 -0.7497 -0.02 0.07 -0.05 0.077
C 4.9147 -6.1769 7.9399 -0.02 0.03 -0.08 -0.177
H 1.8678 1.7332 -1.2492 0.20 0.10 -0.19 0.087
F -7.3726 4.6960 -1.2805 0.08 0.17 -0.10 -0.079
H 7.1795 -3.1284 -1.7288 0.01 -0.03 -0.02 0.098
H 2.5619 -4.5175 -3.2697 0.00 0.01 0.09 0.077
O -0.0575 1.9537 -2.0456 0.27 0.01 -0.23 -0.206
H 4.2171 -5.9192 0.2311 0.00 0.10 0.05 0.069
H 5.7215 -2.5206 0.1020 -0.16 0.05 -0.05 0.109
C 5.0763 -4.4457 6.0668 -0.22 1.52 0.59 -0.497
O 4.9199 -5.9525 4.3784 -0.26 0.27 -0.52 -0.016
H -2.3612 4.7573 -2.7899 -0.31 -0.23 0.13 0.069